1.
The following is a quantum chemistry calculation of C36H49BN9O5RhS3 as an isolated structure, from OMol25.

Its lowest unoccupied orbital energy (alpha / beta) is -6.029 / -8.353 eV. As for the total charge: +2. As for the spin multiplicity: 5. For the energy above the lowest of the compared OMol25 structures with the same formula, charge and spin, the calculation gives 11.3 kcal/mol. For the HOMO energy (alpha / beta), the calculation gives -12.87 / -13.90 eV.

Last column: Löwdin spin population.
Element x y z (Å)
Rh 0.1848 -0.1080 0.5569  1.5174
C -0.6046 1.0904 -4.6453  0.0149
C -1.6521 0.8355 -3.6112  0.0240
C -2.9681 0.6728 -3.9056  -0.0026
C -3.9260 0.5115 -2.8725  0.0164
N -3.5597 0.3889 -1.6214  0.0043
N -2.2471 0.4531 -1.3320  0.0366
B -1.8414 0.3841 0.1754  -0.0383
N -2.5868 -0.7320 1.0048  0.0625
N -3.4771 -1.4819 0.4009  0.0204
C -4.0499 -2.4688 1.0795  0.0388
C -3.7595 -2.6784 2.4338  -0.0184
C -2.8287 -1.8990 3.0763  0.0413
C -2.4283 -2.1272 4.4962  0.0113
C -2.2093 -0.9141 2.2864  0.0300
S -0.8524 -0.0229 2.8474  0.7257
C -5.0796 -3.2940 0.3329  0.0046
C -6.4339 -2.6052 0.5712  0.0045
C -5.1407 -4.7248 0.8748  0.0006
C -4.7528 -3.3388 -1.1613  0.0014
N -2.1656 1.8064 0.7642  0.0387
N -3.4652 2.0358 0.9082  0.0129
C -3.8536 3.2249 1.3084  0.0120
C -2.9084 4.2484 1.5385  0.0008
C -1.5668 4.0186 1.3747  0.0199
C -0.5304 5.0710 1.6001  0.0085
C -1.2067 2.7040 0.9871  0.0412
S 0.4635 2.2107 0.8483  0.4833
C -5.3552 3.4238 1.4420  0.0012
C -6.0004 2.1494 1.9921  0.0006
C -5.6850 4.5967 2.3684  -0.0001
C -5.8934 3.7079 0.0324  0.0013
C -1.3115 0.7733 -2.2300  0.0443
S 0.2751 1.1892 -1.7080  0.5032
C -5.4071 0.5255 -3.2142  0.0016
C -6.2755 0.2088 -2.0009  0.0001
C -5.7404 1.9298 -3.7423  0.0012
C -5.6827 -0.5115 -4.3118  0.0007
H -1.0367 1.0470 -5.6426  0.0009
H 0.1964 0.3548 -4.5764  0.0037
H -0.1542 2.0730 -4.5043  0.0040
H -3.2973 0.7097 -4.9345  0.0002
H -4.2537 -3.4732 2.9718  -0.0012
H -3.0246 -2.9236 4.9340  0.0002
H -2.5594 -1.2227 5.0907  0.0036
H -1.3763 -2.4099 4.5515  0.0030
H -6.7088 -2.6377 1.6259  -0.0001
H -7.2090 -3.1217 0.0072  0.0008
H -6.4102 -1.5655 0.2564  0.0002
H -5.5586 -4.7785 1.8790  0.0000
H -4.1592 -5.1998 0.8735  -0.0001
H -5.7925 -5.3160 0.2322  0.0000
H -4.5327 -2.3513 -1.5614  0.0003
H -5.6070 -3.7478 -1.6992  0.0002
H -3.8964 -3.9861 -1.3515  0.0000
H -3.2439 5.2232 1.8566  -0.0001
H -0.9931 5.9968 1.9335  0.0003
H 0.0210 5.2669 0.6800  0.0015
H 0.1951 4.7527 2.3483  0.0033
H -5.6594 1.9432 3.0072  0.0000
H -5.7786 1.2848 1.3692  0.0000
H -7.0807 2.2823 2.0221  0.0001
H -5.2310 4.4780 3.3525  0.0000
H -6.7637 4.6435 2.5087  0.0000
H -5.3811 5.5565 1.9536  0.0000
H -5.6076 2.9121 -0.6574  0.0000
H -5.5161 4.6558 -0.3538  0.0000
H -6.9802 3.7649 0.0600  0.0002
H -5.9073 0.6820 -1.0910  0.0000
H -6.3145 -0.8648 -1.8301  0.0000
H -7.2923 0.5535 -2.1851  0.0000
H -5.5955 2.6862 -2.9721  0.0000
H -6.7830 1.9621 -4.0557  0.0002
H -5.1279 2.1980 -4.6035  0.0000
H -5.3077 -1.4965 -4.0314  0.0000
H -5.2482 -0.2335 -5.2709  0.0000
H -6.7585 -0.5946 -4.4613  0.0000
C 2.5075 -4.1379 -2.6662  0.0010
N 1.3962 -3.4385 -2.0485  0.0031
C 1.4662 -2.2288 -1.4662  0.0069
N 2.6662 -1.6212 -1.4126  0.0005
O 0.4209 -1.6984 -1.0279  0.0677
H 2.1332 -5.0603 -3.1000  0.0001
H 3.2655 -4.4031 -1.9269  0.0001
H 2.9620 -3.5483 -3.4631  0.0000
H 0.4649 -3.8097 -2.1276  0.0001
H 3.5001 -2.1389 -1.6364  -0.0001
H 2.7736 -0.8770 -0.7360  -0.0004
O 2.0478 -0.9922 1.3974  0.0318
C 1.4721 -2.0577 1.7417  0.0110
O 0.2020 -2.1480 1.6797  0.1816
C 2.2799 -3.2143 2.2000  0.0058
C 1.7442 -4.5007 2.1891  0.0008
C 2.5149 -5.5788 2.5952  0.0001
C 3.8192 -5.3789 3.0261  0.0002
C 4.3206 -4.0907 3.0324  0.0004
C 3.5854 -2.9980 2.6243  0.0010
N 5.7098 -3.8705 3.4859  0.0001
O 6.0550 -2.7234 3.6503  0.0000
O 6.3449 -4.8497 3.7895  0.0002
H 0.7237 -4.6420 1.8646  0.0002
H 2.1041 -6.5779 2.5835  0.0000
H 4.4461 -6.1967 3.3511  0.0000
H 4.0201 -2.0105 2.6360  0.0001

=====

2.
The following is a quantum chemistry calculation of C30H45NO3P2SSm as an isolated structure, from OMol25.

Its lowest unoccupied orbital energy (alpha / beta) is -4.383 / -3.463 eV. As for the total charge: +1. As for the spin multiplicity: 6. For the HOMO energy (alpha / beta), the calculation gives -9.78 / -9.78 eV.

Last column: Löwdin spin population.
Element x y z (Å)
Sm 0.4772 -1.5453 1.9816  5.1216
C -2.1034 -1.6344 2.7920  -0.0144
C -1.8035 -2.7793 1.9996  -0.0086
C -0.3363 -2.7358 3.8139  -0.0216
C -1.2194 -1.6130 3.9045  -0.0103
C -0.7066 -3.4888 2.6203  -0.0215
C -3.3467 -0.8148 2.6820  -0.0019
H -3.7385 -0.7582 1.6673  -0.0001
H -3.1899 0.2195 2.9951  -0.0002
H -4.1384 -1.2324 3.3380  -0.0010
C -1.2920 -0.5546 4.9426  -0.0005
H -2.3506 -0.3546 5.1898  -0.0003
H -0.8667 0.3960 4.5889  0.0000
H -0.7880 -0.8369 5.8682  0.0000
C 1.0595 -2.7107 4.3088  -0.0060
H 1.0737 -2.4441 5.3769  -0.0013
H 1.7077 -1.8838 3.8223  -0.0027
H 1.5635 -3.6599 4.1579  0.0002
C 0.2783 -4.2582 1.8164  -0.0050
H 0.7132 -5.1012 2.3813  -0.0008
H 1.1982 -3.6918 1.4732  -0.0015
H -0.2324 -4.6266 0.9077  0.0003
C -2.5714 -3.1989 0.7942  0.0006
H -2.7109 -4.2902 0.7479  0.0000
H -2.0832 -2.9051 -0.1555  0.0000
H -3.5677 -2.7241 0.7764  0.0001
C -1.3219 2.2372 -0.7088  0.0000
C -2.4456 1.5072 -0.6151  0.0000
C -2.8024 0.1737 -1.2098  0.0000
C -1.8382 -0.4822 -2.2442  -0.0001
C -0.4898 -0.9646 -1.8647  -0.0011
C 0.6773 -0.3063 -1.7005  -0.0012
C 0.9662 1.1302 -1.4205  0.0002
C -0.2119 2.1214 -1.7026  0.0000
H -3.7670 0.3172 -1.7577  0.0000
H -1.7065 0.2287 -3.1070  -0.0001
H -3.0447 -0.5763 -0.4128  0.0000
H -0.6671 1.8726 -2.6812  0.0000
H -1.1591 3.0626 0.0023  0.0000
H -3.2007 1.8628 0.0954  0.0000
H 0.2309 3.1376 -1.7777  0.0000
H 1.3562 1.2978 -0.3796  0.0001
H 1.5709 -0.9544 -1.6866  0.0001
H 1.8091 1.4208 -2.0855  0.0000
H -2.3650 -1.3583 -2.6681  0.0000
H -0.4391 -2.0668 -1.8519  0.0001
P -0.8859 1.1211 -4.7064  0.0000
C -1.1197 2.9014 -5.0439  0.0000
C -2.0934 0.4201 -5.8690  0.0000
P 1.3611 -0.9052 -4.8683  -0.0001
C 0.7334 0.7635 -5.4812  0.0000
C 0.6843 -1.8368 -6.3398  0.0000
C 2.9931 -0.6982 -5.7567  0.0000
H -0.2894 3.4958 -4.6430  0.0000
H -2.0615 3.2346 -4.5844  0.0000
H -1.1831 3.0259 -6.1308  0.0000
H -1.9740 0.9268 -6.8231  0.0000
H -3.0988 0.6248 -5.4798  0.0000
H -1.9709 -0.6634 -6.0004  0.0000
H 2.8313 -0.4610 -6.8128  0.0000
H 3.5506 -1.6347 -5.6840  0.0000
H 3.5737 0.1018 -5.2964  0.0000
H 1.4446 1.5521 -5.2059  0.0000
H 0.5777 0.7584 -6.5692  0.0000
H 1.2296 -2.7846 -6.4080  0.0000
H 0.8581 -1.2706 -7.2591  0.0000
H -0.3904 -2.0464 -6.2429  0.0000
O 2.3278 4.9997 2.8726  -0.0003
S 2.9717 3.7101 2.8525  0.0000
O 4.3171 3.6469 2.3318  -0.0003
N 1.9948 2.5263 2.1878  -0.0023
C 1.7354 1.5373 3.0289  -0.0003
O 1.2042 0.4156 2.6622  -0.0197
C 2.1653 1.8417 4.4219  -0.0005
C 2.0122 1.0811 5.5881  0.0001
C 2.6033 1.5254 6.7741  0.0000
C 3.3664 2.7072 6.8027  0.0002
C 3.5395 3.4543 5.6324  -0.0001
C 2.9218 2.9948 4.4665  0.0001
H 1.4318 0.1618 5.5292  0.0000
H 2.4943 0.9483 7.6849  0.0000
H 3.8192 3.0383 7.7317  0.0000
H 4.1475 4.3520 5.6229  0.0000

=====

3.
The following is a quantum chemistry calculation of a 2-piece molecular cluster, CH3ClO2 overall, from OMol25.

Its lowest unoccupied orbital energy is 0.048 eV. As for the spin multiplicity: 1. Its SMILES is O=CCl.O. For the energy above the lowest of the compared OMol25 structures with the same formula, charge and spin, the calculation gives 1.5 kcal/mol. For the HOMO energy, the calculation gives -11.50 eV.

Last column: natural (NBO) charge in e.
Element x y z (Å)
O -2.0828 -0.0968 1.1382  -0.4619
C -1.9218 -0.8251 0.2102  0.3958
Cl -2.0463 -0.2540 -1.5000  -0.0993
H -1.3348 -1.8024 0.2218  0.1653
O 2.7882 1.0878 0.0617  -0.9615
H 2.6159 0.3226 -0.4989  0.4782
H 1.9817 1.5679 0.3671  0.4833

=====

It is found that the total energy values, taken in the order of the records, are -3599.65452 -3189.14011 -650.55288 a.u..